The following is a quantum chemistry calculation of an isolated ion of composition C7H14N3O3 and charge +1, from the OMol25 dataset.

Each line ends with the natural charge from an NBO analysis.
Cartesian coordinates (Å):
N1 0.54 1.15 -2.70  -0.87
C1 0.34 0.08 -1.86  0.15
O1 1.06 -1.00 -2.36  -0.72
C2 0.96 0.37 -0.49  0.56
N2 1.10 1.65 -0.17  -0.66
C3 1.41 -0.62 0.44  -0.56
C4 1.17 -0.34 1.91  -0.41
C5 -0.33 -0.43 2.24  0.07
C6 -1.13 0.55 1.41  -0.39
C7 -1.88 -0.19 0.59  0.45
O2 -2.57 0.22 -0.57  -0.73
N3 -1.82 -1.54 0.83  -0.35
O3 -0.91 -1.75 1.92  -0.36
H1 -0.29 1.36 -3.17  0.39
H2 1.22 1.17 -3.42  0.41
H3 -0.61 -0.33 -1.78  0.24
H4 0.56 -1.65 -2.87  0.50
H5 0.78 2.34 -0.80  0.44
H6 1.67 2.02 0.59  0.42
H7 2.50 -0.84 0.25  0.30
H8 0.92 -1.59 0.27  0.28
H9 1.62 -1.19 2.47  0.26
H10 1.66 0.66 1.96  0.20
H11 -0.46 -0.30 3.33  0.22
H12 -1.26 1.61 1.52  0.25
H13 -3.46 0.54 -0.55  0.52
H14 -2.77 -1.95 0.97  0.39

SMILES string: N[C@@H](O)C(=[NH2+])CC[C@H]1C=C(O)NO1
E: -18088.7118 eV
energy above the lowest of the compared OMol25 structures with the same formula, charge and spin: 3.082 eV
gap between HOMO and LUMO: 0.2782 hartree
total charge: +1
HOMO: -11.7 eV